{"formula": "C25H34BCl3N8PtSi", "method": "ωB97M-V/def2-TZVPD", "elements": ["Pt", "C", "C", "C", "C", "C", "C", "N", "N", "B", "N", "C", "C", "C", "N", "C", "C", "C", "N", "C", "C", "C", "N", "C", "C", "C", "H", "H", "H", "H", "H", "H", "H", "H", "H", "H", "H", "H", "H", "H", "H", "H", "H", "H", "H", "H", "H", "H", "H", "H", "H", "H", "H", "H", "N", "C", "N", "C", "C", "C", "C", "C", "C", "H", "H", "H", "H", "H", "H", "Cl", "Si", "Cl", "Cl"], "xyz": [[0.771, -0.006, 0.034], [-2.830, 1.573, -1.177], [-3.496, 1.712, 0.187], [-4.685, 0.758, 0.337], [-2.514, 1.627, 1.325], [-2.762, 1.951, 2.680], [-1.521, 1.951, 3.271], [-0.606, 1.611, 2.341], [-1.221, 1.407, 1.146], [0.904, 1.965, 2.317], [1.833, 0.695, 2.359], [2.275, 0.009, 3.400], [3.218, -0.919, 2.966], [3.335, -0.717, 1.597], [2.474, 0.265, 1.219], [4.410, -1.220, 0.673], [3.999, -1.304, -0.794], [5.003, -2.534, 1.172], [1.195, 2.697, 1.005], [1.606, 3.957, 0.810], [1.689, 4.186, -0.541], [1.297, 2.979, -1.150], [1.030, 2.091, -0.196], [1.158, 2.704, -2.617], [0.644, 1.309, -2.921], [0.254, 3.764, -3.256], [-3.583, 1.627, -1.966], [-2.309, 0.620, -1.264], [-2.105, 2.371, -1.338], [-3.890, 2.733, 0.253], [-4.423, -0.248, 0.001], [-5.522, 1.097, -0.275], [-5.029, 0.698, 1.371], [-3.705, 2.200, 3.138], [-1.221, 2.190, 4.278], [1.162, 2.677, 3.247], [1.913, 0.223, 4.393], [3.794, -1.587, 3.580], [5.189, -0.450, 0.739], [3.377, -2.171, -1.013], [4.888, -1.382, -1.421], [3.448, -0.425, -1.122], [4.241, -3.317, 1.198], [5.437, -2.442, 2.168], [5.791, -2.862, 0.494], [1.789, 4.606, 1.650], [1.972, 5.101, -1.031], [2.156, 2.810, -3.057], [-0.374, 1.178, -2.539], [1.282, 0.514, -2.534], [0.610, 1.138, -3.996], [-0.758, 3.691, -2.854], [0.202, 3.610, -4.334], [0.617, 4.776, -3.074], [-3.130, -2.628, 0.964], [-2.437, -1.473, 0.878], [-1.689, -1.398, -0.196], [-1.913, -2.608, -0.880], [-1.396, -3.059, -2.091], [-1.772, -4.324, -2.497], [-2.657, -5.111, -1.744], [-3.200, -4.662, -0.556], [-2.809, -3.394, -0.144], [-3.769, -2.870, 1.700], [-2.501, -0.707, 1.635], [-0.675, -2.484, -2.667], [-1.350, -4.714, -3.413], [-2.927, -6.094, -2.107], [-3.895, -5.264, 0.015], [-0.007, -2.588, 2.542], [0.633, -2.152, 0.643], [1.382, -3.859, -0.055], [1.704, -2.101, -2.907]], "de_lowest_kcal_mol": 126.6, "mol_weight_g_mol": 786.9, "e_homo_ev": -7.4384, "homo_lumo_gap_ev": 6.30, "e_tot_ev": -87770.247}

{"formula": "C6H10", "method": "ωB97M-V/def2-TZVPD", "elements": ["C", "C", "C", "C", "C", "C", "H", "H", "H", "H", "H", "H", "H", "H", "H", "H"], "xyz": [[2.924, 0.401, -0.464], [1.665, 0.218, 0.258], [0.536, -0.020, 0.610], [-0.872, -0.449, 0.537], [-1.137, -0.692, -0.969], [-1.875, 0.534, 1.151], [3.300, 1.423, -0.408], [3.706, -0.286, -0.127], [2.723, 0.183, -1.519], [-0.980, -1.406, 1.066], [-1.542, 0.206, -1.448], [-1.837, -1.515, -1.122], [-0.200, -0.942, -1.472], [-1.751, 1.542, 0.739], [-2.897, 0.206, 0.930], [-1.763, 0.595, 2.238]], "smiles": "CC#CC(C)C", "de_lowest_kcal_mol": 35.2, "mol_weight_g_mol": 82.1, "e_homo_ev": -9.2641, "homo_lumo_gap_ev": 10.33, "e_tot_ev": -6382.334}

{"formula": "C2H3NO2", "method": "ωB97M-V/def2-TZVPD", "elements": ["O", "C", "N", "C", "O", "H", "H", "H"], "xyz": [[-0.026, -0.921, -1.622], [-0.089, 0.206, -1.192], [-0.077, 0.508, 0.158], [0.056, -0.518, 1.102], [0.623, -0.381, 2.155], [-0.149, 1.093, -1.844], [0.102, 1.456, 0.467], [-0.440, -1.442, 0.777]], "smiles": "O=CNC=O", "de_lowest_kcal_mol": 2.9, "mol_weight_g_mol": 73.1, "e_homo_ev": -10.4670, "homo_lumo_gap_ev": 11.13, "e_tot_ev": -7707.716}

no.,LUMO level (eV)
1,-1.14
2,1.06
3,0.66